The following is a quantum chemistry calculation of C21H43Cl2CsFKMgN2O16PV2 as an isolated structure in a non-equilibrium geometry, from the Open Molecules 2025 dataset.

Computed properties:
HOMO level: -8.22 eV
gap between HOMO and LUMO: 1.80 eV
spin multiplicity: 1
max |F|: 0.3659 Eh/bohr
total charge: +1

Atoms and positions in Å:
C 0.20122 -0.61670 -5.30299
C 0.15336 -2.06768 -5.73432
C 0.61360 -3.05867 -4.69177
N 1.96280 -2.83074 -4.12455
C 2.04182 -2.89444 -2.66999
C 1.78677 -1.51708 -2.03106
C 2.51388 -1.39182 -0.70685
C 2.30044 -0.05761 -0.02078
C 3.09661 1.11092 -0.54711
O 4.44885 0.73818 -0.83180
C 5.29817 1.48476 -0.05508
C 5.66370 2.83587 -0.54751
O 5.67081 1.06650 0.98567
C 2.94265 -3.53532 -4.74224
C 3.15306 -3.21353 -6.20452
N 3.24919 -1.75891 -6.30941
C 3.69190 -1.34698 -7.63116
C 2.75273 -5.24553 -4.46643
O 2.84936 -5.80325 -5.51427
O 2.56745 -5.54256 -3.29959
H -0.68709 -0.39527 -4.72616
H 0.16933 0.02462 -6.17684
H 1.10220 -0.36864 -4.75630
H -0.87605 -2.32097 -5.94630
H 0.68670 -2.23077 -6.66698
H 0.50178 -4.07043 -5.07532
H -0.15925 -2.94108 -3.79722
H 3.04686 -3.20087 -2.40781
H 1.36136 -3.64448 -2.29309
H 2.05113 -0.72212 -2.71836
H 0.71450 -1.43956 -1.87170
H 3.56557 -1.62112 -0.82876
H 2.11434 -2.16666 -0.04263
H 1.24654 0.20007 0.02841
H 2.62717 -0.18309 1.01193
H 3.10575 1.86688 0.23193
H 2.64049 1.55271 -1.42712
H 6.55484 3.11243 -0.00679
H 5.81316 2.87168 -1.61706
H 4.87770 3.53588 -0.28701
H 3.88341 -3.29733 -4.23986
H 4.08355 -3.68054 -6.52070
H 2.35791 -3.60759 -6.82200
H 3.90629 -1.44503 -5.60735
H 3.04028 -1.77932 -8.37828
H 4.74047 -1.55184 -7.83700
H 3.55726 -0.27379 -7.71403
C -0.39444 0.99292 3.96206
C -1.17309 0.16813 2.98231
O -0.23740 -0.62499 2.14067
H 0.29323 1.65815 3.44041
H -1.05316 1.59800 4.58445
H 0.20097 0.36100 4.62310
H -1.74590 0.78649 2.29674
H -1.86029 -0.51537 3.48571
H 0.28298 -1.16958 2.76228
O -4.13180 -0.72245 0.50348
V -2.78818 -1.31186 -0.32831
O -1.36048 -1.82151 -1.09426
C -6.17299 1.44802 2.59853
C -4.94558 0.92071 3.32742
O -4.67875 1.67952 4.54564
C -5.44712 1.37238 5.60841
O -6.31760 0.53060 5.63492
O -5.11650 2.18090 6.59914
C -5.93176 2.02471 7.78027
H -6.07966 2.52504 2.41761
H -6.29970 0.93330 1.64264
H -7.06492 1.30984 3.19952
H -4.08112 1.04326 2.68585
H -5.04309 -0.13824 3.55088
H -5.97198 0.98584 8.09153
H -6.93607 2.41009 7.59053
H -5.48666 2.61455 8.57262
Mg -0.54469 -2.40444 1.43727
O 4.96685 6.39296 2.73810
P 4.73496 6.27916 1.24245
O 5.98192 5.78118 0.53419
O 4.41710 7.64569 0.65152
O 3.58858 5.31121 0.95975
K 4.97402 4.43742 3.73400
F -1.59518 -2.64579 -3.74622
C -9.56555 -0.36654 5.03971
Cl -10.01874 -1.96480 5.61200
Cl -10.81462 0.84164 5.38381
H -8.65016 -0.06912 5.53928
H -9.41226 -0.41369 3.96600
O 0.26810 2.39662 6.73408
V 1.87763 2.91106 6.85822
O 3.48996 3.44325 6.83205
Cs -7.14143 2.60554 4.21780

Atom charges from the Mulliken analysis, given in e for atoms 1 to 8: -1.230, -0.607, -0.917, 1.554, -1.796, 0.210, -0.975, -0.517

The following is a quantum chemistry calculation of C21H43GaN2OP3 as an isolated structure in a non-equilibrium geometry, from the Open Molecules 2025 dataset.

Computed properties:
HOMO level: -15.06 eV
gap between HOMO and LUMO: 4.12 eV
spin multiplicity: 1
max |F|: 0.1233 Eh/bohr
total charge: +3

Atoms and positions in Å:
Ga -1.00586 2.07332 -0.97070
P 2.39494 -1.62323 2.80439
P 1.23677 2.78612 -0.60476
P -1.04715 -1.99926 0.34508
H -0.17777 3.46189 -3.09241
C -0.96490 2.73782 -2.85523
C -2.16305 3.15863 -2.16636
H -2.25601 4.17553 -1.77910
C 3.70319 -2.60126 2.04498
C 3.07291 -0.09007 3.44318
C 1.68409 -2.54920 4.18453
C 1.94492 4.05302 -1.71971
C 1.68906 3.51137 1.01047
C 2.23637 1.27068 -0.81131
C -2.38692 -2.83718 -0.59188
C -1.19240 -2.97281 1.88060
C 0.40763 -2.76010 -0.51177
H -1.01424 1.92533 -3.58859
H -3.14646 2.77944 -2.48137
H 4.20930 -3.19161 2.81883
H 4.43798 -1.95113 1.55399
H 3.28348 -3.29146 1.30052
H 3.98117 -0.28380 4.03388
H 2.34117 0.40332 4.09973
H 3.33868 0.59881 2.62915
H 2.10562 -3.56471 4.23150
H 0.59333 -2.61655 4.08315
H 1.90498 -2.04851 5.13858
H 2.78659 4.55995 -1.21670
H 1.14576 4.77359 -1.93029
H 2.31672 3.61894 -2.65684
H 2.57727 4.15754 0.90628
H 1.90938 2.71490 1.73462
H 0.85751 4.13338 1.37479
H 3.25582 1.41886 -0.41499
H 2.29787 1.01107 -1.87791
H 1.75194 0.44011 -0.27572
H -2.75528 -3.69770 -0.02643
H -2.00181 -3.17392 -1.56218
H -3.19459 -2.11638 -0.74342
H -1.44582 -4.01020 1.62950
H -2.00276 -2.52377 2.47251
H -0.26797 -2.95042 2.45493
H 0.06099 -3.41504 -1.32206
H 1.04138 -3.33222 0.18433
H 1.00357 -1.95630 -0.96499
C -1.23933 -0.43239 -2.84819
C 0.09333 -0.70668 -3.24235
C 0.33540 -1.48281 -4.36937
C -0.71326 -1.86900 -5.20425
C -2.03713 -1.53171 -4.87195
C -2.32433 -0.84681 -3.68629
O -1.44766 0.08545 -1.63443
H 1.38143 -1.34426 1.81704
H 0.89698 -0.34617 -2.59873
H 1.36783 -1.74049 -4.58336
H -0.49459 -2.45129 -6.10111
H -2.84243 -1.80577 -5.56794
H -3.36102 -0.61995 -3.38513
C -0.75685 2.17078 2.68201
C -1.92391 1.62792 1.96939
N -2.18063 1.59863 0.65826
C -3.45273 1.00416 0.51164
C -3.89546 0.62055 1.73779
N -2.93029 1.04494 2.64264
H -0.94004 2.15516 3.76260
H 0.12129 1.53821 2.48999
H -0.56525 3.20575 2.39408
H -3.93444 0.93267 -0.44967
H -4.77378 0.05985 2.02142
H -2.93051 0.92652 3.66115

Atom charges from the Mulliken analysis, given in e for atoms 1 to 8: 0.003, 1.416, 1.238, 1.122, 0.469, -0.259, -0.624, 0.406

The following is a quantum chemistry calculation of C21H43N2P3RuS as an isolated structure in a non-equilibrium geometry, from the Open Molecules 2025 dataset.

Computed properties:
HOMO level (spin up / spin down): -20.05 / -20.05 eV
gap between HOMO and LUMO (spin up / spin down): 6.50 / 4.30 eV
spin multiplicity: 5
max |F|: 0.0680 Eh/bohr
total charge: +4

Atoms and positions in Å:
Ru -0.01053 -1.15476 0.69445
P -1.06994 -2.36708 -0.82317
P 2.07585 -1.26748 -0.21518
P -1.81439 0.08507 1.34720
H 3.10173 1.05664 -3.65932
C 2.44418 1.83446 -3.25922
C 2.86780 2.67364 -2.30303
H 3.87375 2.58662 -1.87550
C -1.24219 -1.57709 -2.46319
C -0.24697 -3.96948 -1.15129
C -2.77081 -2.91975 -0.42711
C 3.19291 0.14300 0.06194
C 2.92570 -2.67743 0.58609
C 2.28980 -1.51523 -2.01363
C -1.51714 1.73892 2.05913
C -2.61169 -0.81310 2.72909
C -3.18410 0.45104 0.18655
H 1.46744 1.95607 -3.74137
H 2.26138 3.52383 -1.96790
H -2.15841 -1.94482 -2.94812
H -0.37649 -1.81981 -3.09111
H -1.29522 -0.48497 -2.34743
H -1.01855 -4.70456 -1.41516
H 0.26387 -4.30488 -0.23953
H 0.47859 -3.89467 -1.96910
H -2.90157 -3.94258 -0.80573
H -3.51293 -2.26615 -0.89989
H -2.93057 -2.92900 0.65815
H 4.21808 -0.14976 -0.20438
H 3.17004 0.43864 1.11556
H 2.89253 0.99263 -0.56211
H 3.75834 -3.03161 -0.03598
H 2.20595 -3.48986 0.74404
H 3.30385 -2.35774 1.56596
H 3.33471 -1.79047 -2.21854
H 2.06040 -0.57830 -2.53832
H 1.63787 -2.31515 -2.37982
H -2.47852 2.25790 2.17668
H -0.88122 2.31722 1.37505
H -1.03703 1.65054 3.04053
H -3.68412 -0.58170 2.76117
H -2.14840 -0.49587 3.67150
H -2.47073 -1.89343 2.60854
H -3.74756 1.31402 0.56862
H -3.86004 -0.40757 0.09993
H -2.77719 0.71329 -0.79838
C -0.82776 3.08147 -1.88674
C -1.67715 2.90791 -3.01140
C -2.20074 4.02152 -3.65803
C -1.91011 5.31467 -3.19718
C -1.08621 5.49155 -2.07391
C -0.56098 4.39077 -1.40612
S -0.14773 1.73186 -1.13843
H 0.06711 -2.59396 1.38136
H -1.89051 1.89001 -3.33880
H -2.84494 3.86943 -4.52605
H -2.33258 6.18383 -3.70367
H -0.85286 6.49447 -1.71295
H 0.06520 4.49184 -0.51884
C 0.48560 -2.70300 4.04546
C 0.95622 -1.34188 3.74010
N 0.88281 -0.61490 2.62874
C 1.46534 0.62260 2.89124
C 1.91527 0.61961 4.18081
N 1.58690 -0.61917 4.69949
H 1.34193 -3.33297 4.32253
H -0.21352 -2.67233 4.89221
H -0.01476 -3.14468 3.17832
H 1.51283 1.40462 2.14793
H 2.42871 1.38532 4.73234
H 1.77350 -0.96785 5.63493

Atom charges from the Mulliken analysis, given in e for atoms 1 to 8: 0.437, 1.131, 1.146, 0.696, 0.326, -0.447, -0.607, 0.371